The following is a quantum chemistry calculation of a structure of composition C21H49Cl2N7O7Pt, from the OMol25 dataset.

As for the expectation value of S²: 2.00. The calculation puts the HOMO-LUMO gap (spin up / spin down) at 7.536 / 8.267 eV.

ORCA input file:
```
! wB97M-V def2-TZVPD RIJCOSX def2/J DEFGRID3
* xyz 0 3
Pt -1.17 -0.53 -0.64
Cl 0.60 1.06 0.55
Cl -2.89 -2.40 -1.38
C -0.89 -5.62 4.61
C -1.88 -4.90 3.66
O -2.62 -4.10 4.14
N -1.91 -5.30 2.37
C -2.82 -4.80 1.42
H -0.88 -6.70 4.41
H -1.08 -5.43 5.66
H 0.15 -5.41 4.35
H -1.30 -6.03 2.05
H -3.56 -5.58 1.24
H -2.36 -4.55 0.46
H -3.46 -4.02 1.84
C 4.82 1.68 2.59
C 4.98 1.29 1.16
O 6.05 0.93 0.63
N 3.90 1.22 0.37
C 3.97 0.84 -1.05
H 3.82 2.09 2.75
H 5.49 2.49 2.88
H 4.92 0.85 3.29
H 3.00 1.17 0.83
H 4.61 1.46 -1.68
H 2.97 0.69 -1.44
H 4.37 -0.17 -1.15
C 0.43 4.76 1.48
C 1.42 5.13 0.35
O 1.66 6.31 0.23
N 1.92 4.21 -0.48
C 2.99 4.58 -1.43
H 0.78 4.86 2.50
H 0.10 3.73 1.34
H -0.40 5.45 1.39
H 1.67 3.31 -0.09
H 3.50 5.53 -1.27
H 2.41 4.56 -2.36
H 3.72 3.77 -1.44
C 1.39 0.72 -4.07
C 0.39 -0.40 -3.66
O -0.41 -0.34 -2.68
N 0.20 -1.23 -4.70
C -0.85 -2.17 -4.62
H 2.42 0.56 -3.75
H 1.02 1.61 -3.56
H 1.28 0.96 -5.12
H 1.02 -1.24 -5.30
H -0.74 -2.63 -5.60
H -1.81 -1.67 -4.60
H -0.70 -2.85 -3.77
C -1.81 -0.61 3.37
C -2.56 0.23 2.34
O -2.39 -0.04 1.15
N -3.42 1.13 2.74
C -4.26 2.02 1.92
H -0.75 -0.37 3.28
H -2.04 -1.64 3.09
H -2.05 -0.47 4.43
H -3.30 1.45 3.69
H -4.56 2.91 2.46
H -5.19 1.59 1.53
H -3.78 2.36 1.00
C 1.87 -3.47 -1.55
C 1.30 -2.76 -0.33
O 0.30 -2.13 -0.36
N 2.05 -2.91 0.82
C 1.68 -2.52 2.21
H 2.16 -2.78 -2.34
H 1.12 -4.03 -2.11
H 2.82 -3.99 -1.36
H 2.91 -3.44 0.76
H 1.37 -1.48 2.31
H 2.55 -2.54 2.87
H 0.91 -3.21 2.58
C -4.44 1.31 -2.57
C -3.05 1.68 -2.08
O -2.48 1.00 -1.27
N -2.61 2.94 -2.45
C -1.47 3.67 -2.02
H -5.27 2.01 -2.58
H -4.68 0.46 -1.94
H -4.43 0.74 -3.50
H -3.20 3.36 -3.16
H -0.78 3.08 -1.42
H -1.77 4.49 -1.36
H -0.96 4.19 -2.84
*
```

Need the Mulliken charges? In units of e they are:
1 Pt 2.4172
2 Cl -0.7975
3 Cl -0.6321
4 C -1.2294
5 C 0.7869
6 O -0.6003
7 N -0.1408
8 C -0.8230
9 H 0.3790
10 H 0.3165
11 H 0.2542
12 H 0.2168
13 H 0.3602
14 H 0.1885
15 H 0.2889
16 C -1.0185
17 C 0.7420
18 O -0.7152
19 N 0.3442
20 C -1.2046
21 H 0.2131
22 H 0.3231
23 H 0.2581
24 H -0.0397
25 H 0.3965
26 H 0.1967
27 H 0.4779
28 C -0.7528
29 C 0.7567
30 O -0.7074
31 N 0.2625
32 C -0.9243
33 H 0.3216
34 H 0.0630
35 H 0.2901
36 H -0.1914
37 H 0.3205
38 H 0.3135
39 H 0.1890
40 C -1.1923
41 C 0.3593
42 O -0.4693
43 N -0.1278
44 C -0.6875
45 H 0.3042
46 H 0.1441
47 H 0.4491
48 H 0.2594
49 H 0.3781
50 H 0.1920
51 H 0.1819
52 C -0.3998
53 C 0.3858
54 O -0.8441
55 N -0.1616
56 C -0.7369
57 H 0.1281
58 H -0.1081
59 H 0.4315
60 H 0.2980
61 H 0.3746
62 H 0.2936
63 H 0.0766
64 C -0.9377
65 C 0.3265
66 O -0.6867
67 N -0.1293
68 C -0.6257
69 H 0.1567
70 H 0.2571
71 H 0.3710
72 H 0.2168
73 H 0.0721
74 H 0.4153
75 H 0.1386
76 C -1.4057
77 C 0.4598
78 O -0.3669
79 N -0.0480
80 C -0.7685
81 H 0.3920
82 H 0.3723
83 H 0.3362
84 H 0.2059
85 H 0.0883
86 H 0.3758
87 H 0.3556